C38H25Br2Cl5CsN6O3 | ωB97M-V/def2-TZVPD

## Properties
- HOMO level (eV) = -4.52
- E (Eh) = -9486.50403
- M (u) = 1083.635

```
! wB97M-V def2-TZVPD RIJCOSX def2/J DEFGRID3
* xyz -1 1
Cs 0.918 -1.390 -0.638
Br 3.703 -4.301 2.887
Br -0.960 -6.769 4.867
Cl 3.212 2.669 -1.751
Cl 2.488 -2.536 -3.161
Cl 4.871 3.121 -4.326
Cl 4.114 -2.031 -5.776
Cl 5.318 0.790 -6.358
O 4.862 3.762 3.736
O -2.605 4.140 4.461
O 1.671 -2.737 1.193
N -0.961 0.860 1.122
N -2.157 -0.154 -3.500
N -1.058 -2.994 1.109
N 1.710 1.033 1.011
N -1.525 0.431 -2.628
N -1.707 -2.313 -2.545
C -2.285 0.879 1.022
C 3.836 1.426 2.022
C -1.102 2.651 2.693
C 3.034 0.919 1.014
C -3.726 -1.933 -3.755
C -0.213 3.814 -2.133
C 2.804 0.100 -2.584
C 3.226 2.083 3.083
C -2.364 -3.092 1.087
C -3.089 1.754 1.733
C -1.168 1.778 -2.964
C -3.082 -3.965 1.923
C -0.540 2.477 -1.948
C -2.390 -4.760 2.789
C -2.483 2.670 2.580
C 3.375 1.318 -2.897
C 1.810 -4.439 2.837
C -4.104 -3.252 -3.582
C 3.836 -0.727 -4.659
C -1.444 2.388 -4.185
C 1.189 -5.360 3.678
C -3.253 -4.108 -2.902
C -0.343 -3.763 1.971
C -0.492 4.431 -3.339
C -2.521 -1.509 -3.208
C 3.094 -0.898 -3.490
C -0.376 1.725 1.953
C -3.310 3.688 3.311
C 1.843 2.198 3.080
C -2.067 -3.590 -2.410
C -1.099 3.713 -4.370
C 4.151 1.566 -4.028
C 1.118 -3.582 1.948
C 1.118 1.655 2.024
C 4.045 2.684 4.193
C -0.173 -5.489 3.689
C 4.369 0.529 -4.931
C -0.978 -4.696 2.841
H -4.271 3.242 3.582
H -2.720 0.161 0.331
H -3.511 4.525 2.633
H -1.373 -4.221 -1.865
H -3.494 -5.153 -2.763
H 3.467 0.399 0.161
H -0.223 5.469 -3.491
H -3.161 4.765 4.933
H -1.918 1.814 -4.969
H -0.301 1.952 -1.028
H 1.341 2.680 3.911
H -4.164 -4.003 1.872
H 4.322 4.326 3.173
H 3.385 3.008 5.002
H 4.735 1.945 4.599
H 1.795 -5.976 4.328
H -2.887 -2.463 0.369
H -4.331 -1.224 -4.304
H -1.299 4.193 -5.320
H 4.912 1.309 1.983
H -2.912 -5.446 3.442
H -4.167 1.725 1.621
H -0.614 3.362 3.344
H -5.041 -3.611 -3.989
H 0.291 4.359 -1.346
*
```

C38H26Br4NO5P2RuS | ωB97M-V/def2-TZVPD

## Properties
- HOMO level (spin up / spin down) (eV) = -10.86 / -10.95
- E (Eh) = -13365.98224
- M (u) = 1091.329

```
! wB97M-V def2-TZVPD RIJCOSX def2/J DEFGRID3
* xyz 1 5
Ru 10.574 5.231 18.481
Br 14.026 10.678 21.083
Br 10.843 11.255 22.168
Br 14.480 8.553 18.622
Br 8.501 9.344 20.670
S 12.296 4.937 23.421
P 11.528 5.667 14.560
P 10.997 3.632 16.900
O 9.914 6.519 20.151
O 13.469 4.553 24.149
O 11.704 4.168 19.896
O 12.039 6.519 18.651
O 11.782 6.255 23.727
N 12.687 4.757 21.826
C 9.783 2.485 21.597
C 12.307 5.760 10.008
C 12.747 -0.599 17.323
C 9.072 1.920 22.627
C 7.111 3.435 18.574
C 12.877 8.511 19.674
C 12.139 0.052 18.401
C 10.966 3.764 23.342
C 10.924 4.872 11.824
C 10.865 3.989 15.147
C 13.248 5.285 15.023
C 12.650 -0.018 16.068
C 8.893 5.415 17.429
C 13.101 6.427 10.972
C 6.767 4.846 18.508
C 9.254 3.982 17.516
C 15.744 4.650 16.020
C 10.764 3.459 21.993
C 12.025 1.246 15.890
C 8.328 2.985 18.081
C 7.656 5.782 18.021
C 12.676 6.529 12.266
C 12.590 9.532 20.626
C 11.755 5.569 12.749
C 14.087 4.410 14.287
C 10.602 7.578 20.089
C 11.261 9.700 21.111
C 11.735 4.171 21.146
C 10.168 3.246 24.374
C 9.246 2.277 23.968
C 11.514 1.922 17.016
C 10.305 8.810 20.706
C 11.917 7.554 19.378
C 11.531 1.300 18.273
C 13.752 5.945 16.139
C 15.363 4.211 14.751
C 11.302 4.960 10.475
C 14.934 5.517 16.719
H 15.185 5.967 17.678
H 10.206 3.696 25.277
H 13.221 -1.552 17.454
H 8.598 1.932 18.190
H 9.448 2.523 20.565
H 11.844 1.619 14.896
H 13.163 -0.530 15.244
H 13.959 7.017 10.701
H 10.096 4.243 12.155
H 12.238 -0.343 19.390
H 9.798 4.029 14.920
H 12.464 5.904 8.921
H 9.316 5.905 16.483
H 13.109 6.708 16.526
H 8.358 1.165 22.383
H 6.493 2.731 19.137
H 11.153 1.788 19.161
H 13.175 7.308 12.985
H 13.791 4.085 13.259
H 5.722 5.184 18.672
H 11.235 3.146 14.524
H 16.062 3.588 14.145
H 10.851 4.264 9.757
H 7.368 6.846 18.092
H 16.671 4.343 16.436
H 8.594 1.848 24.746
*
```

C38H26BrF6MgN8O5S2SeTe | ωB97M-V/def2-TZVPD

## Properties
- HOMO level (eV) = -3.22
- E (Eh) = -9117.26852
- M (u) = 1163.568

```
! wB97M-V def2-TZVPD RIJCOSX def2/J DEFGRID3
* xyz -1 1
Te -3.270 -1.542 0.653
Br -6.444 4.825 -0.596
Se -1.495 0.497 7.381
S 2.094 -1.469 -2.082
S 0.061 -3.129 -1.317
Mg 0.503 -0.370 -0.026
F 0.396 -3.871 1.192
F 4.378 -2.641 -1.567
F 2.225 -3.958 0.031
F 0.697 -5.455 -0.244
F 3.728 -2.857 -3.621
F 4.485 -0.955 -2.921
O 1.831 -0.372 -2.951
O -0.884 -4.026 -1.878
O -0.472 -1.980 -0.574
O 2.253 -1.224 -0.638
O 1.432 1.363 0.012
N -1.374 5.513 -3.906
N -2.222 1.080 5.868
N 1.207 -2.752 -2.351
N -0.145 -0.326 6.569
N 1.124 -0.869 1.964
N -1.079 0.545 1.213
N -0.187 5.176 -3.656
N -0.489 0.624 -1.678
C -3.744 5.073 -3.731
C -2.986 1.906 1.736
C -4.160 -5.855 0.743
C 0.022 1.882 -1.813
C -4.806 -5.121 -1.421
C -0.312 -0.135 5.297
C -2.099 1.318 0.842
C -4.739 -6.143 -0.487
C -1.965 1.060 -3.485
C -5.302 -7.515 -0.774
C -4.846 4.944 -1.613
C 1.135 2.191 -0.916
C 2.592 -1.782 3.613
C 0.193 4.081 -2.855
C -1.459 0.230 -2.474
C -1.466 0.648 4.902
C -0.457 2.802 -2.758
C -3.088 -4.360 2.425
C -3.821 -3.530 0.125
C 0.605 -0.644 4.282
C -2.462 5.111 -1.707
C 1.365 4.271 -2.137
C -0.869 0.382 2.534
C -3.628 5.027 -0.963
C -1.465 2.324 -3.631
C -2.814 1.684 3.077
C -1.732 0.910 3.492
C 2.233 -1.519 2.302
C -4.412 -2.795 -2.235
C 0.900 -4.169 -0.001
C 3.777 -2.030 -2.588
C -2.504 5.148 -3.105
C 1.817 3.386 -1.169
C -3.694 -4.580 1.060
C -4.347 -3.832 -1.143
C 1.759 -1.349 4.615
C 0.315 -0.408 2.939
C -4.914 4.958 -2.994
H -3.782 -3.813 3.070
H -2.855 -5.321 2.896
H -4.062 -6.649 1.482
H -5.634 -7.593 -1.812
H -1.508 5.179 -1.201
H -3.398 -2.537 -2.555
H -5.873 4.889 -3.491
H -4.957 -3.181 -3.102
H 2.697 3.613 -0.579
H -4.556 -8.296 -0.596
H -4.896 -1.882 -1.884
H -6.158 -7.725 -0.125
H -2.237 1.475 -0.220
H -3.583 5.019 0.118
H -1.847 -0.769 -2.315
H 1.882 5.211 -2.297
H -3.788 2.531 1.367
H -2.179 -3.763 2.358
H -3.780 5.099 -4.815
H 1.976 -1.531 5.661
H 2.866 -1.842 1.487
H -5.221 -5.330 -2.406
H -3.485 2.098 3.819
H -1.824 2.947 -4.435
H 3.502 -2.325 3.827
H -2.729 0.682 -4.151
*
```

C38H26BrF6MgN8O5S2SeTe | ωB97M-V/def2-TZVPD

## Properties
- HOMO level (eV) = -3.31
- E (Eh) = -9117.30300
- M (u) = 1163.568

```
! wB97M-V def2-TZVPD RIJCOSX def2/J DEFGRID3
* xyz -1 1
Te 3.330 -2.063 -0.496
Br 0.468 -5.595 -4.450
Se 0.100 -5.746 4.981
S 2.484 2.482 0.145
S -0.028 3.585 -0.089
Mg -0.178 0.466 0.224
F 3.929 3.388 2.157
F 3.152 1.388 2.441
F -1.764 5.314 0.784
F -0.050 5.082 2.082
F 1.846 3.096 2.651
F 0.139 6.187 0.230
O 1.804 1.208 0.039
O -0.485 2.529 0.815
O 3.731 2.649 -0.514
O -2.177 0.231 -0.085
O -0.684 3.691 -1.350
N 0.009 -3.982 5.249
N 0.101 -5.583 3.204
N -0.168 -0.166 2.314
N -0.278 0.435 -1.945
N -0.012 -1.807 0.205
N -3.268 -1.091 -6.140
N -3.720 -0.189 -5.413
N 1.534 3.698 -0.169
C 7.040 0.223 -1.098
C 0.160 -3.967 -0.794
C -1.556 0.266 -2.366
C -0.029 -2.384 1.410
C 5.800 -0.384 -1.284
C -0.821 0.293 -4.649
C 0.037 -3.766 1.579
C -0.082 -1.975 3.873
C -0.229 0.686 3.329
C -1.272 -2.414 -6.443
C 0.459 0.447 -4.201
C 0.044 -4.308 2.931
C 5.225 -1.142 -0.251
C 2.881 2.597 1.963
C -0.217 0.276 4.657
C 5.374 -2.033 2.121
C -2.629 -2.842 -4.505
C 0.701 0.500 -2.818
C -0.097 -1.481 2.568
C 0.078 -2.578 -0.868
C -0.412 -3.438 -6.079
C -2.364 -2.091 -5.647
C -0.442 5.142 0.810
C 7.743 0.113 0.090
C -0.684 -4.169 -4.936
C -3.883 0.108 -1.731
C 9.082 0.775 0.277
C 7.164 -0.630 1.111
C -3.253 -0.004 -4.077
C -0.008 -3.418 4.073
C -4.208 0.051 -3.087
C -1.886 0.159 -3.729
C -0.140 -1.071 4.930
C 5.096 -0.188 -2.597
C 5.928 -1.251 0.963
C 0.141 -4.566 0.444
C -1.793 -3.889 -4.154
C -2.553 0.190 -1.309
H 0.225 -5.639 0.557
H -0.264 1.011 5.448
H -3.486 -2.609 -3.888
H 0.454 -3.673 -6.683
H 0.129 -2.073 -1.823
H -2.002 -4.480 -3.273
H 4.820 -1.146 -3.041
H 5.723 0.372 -3.293
H -1.029 0.285 -5.713
H 5.272 -3.090 1.864
H -1.099 -1.849 -7.351
H 0.281 -4.544 -1.699
H 1.707 0.582 -2.422
H -0.124 -1.447 5.945
H -4.659 0.103 -0.977
H 9.093 1.405 1.168
H 7.461 0.809 -1.910
H 1.289 0.536 -4.888
H 7.687 -0.727 2.059
H -0.287 1.734 3.064
H -5.248 -0.010 -3.387
H 4.162 0.359 -2.447
H 9.328 1.405 -0.579
H 4.368 -1.689 2.373
H 9.882 0.039 0.389
H 6.020 -1.940 2.996
*
```

C38H26MgN6O7 | ωB97M-V/def2-TZVPD

## Properties
- HOMO level (eV) = -1.95
- E (Eh) = -2519.12503
- M (u) = 702.966

```
! wB97M-V def2-TZVPD RIJCOSX def2/J DEFGRID3
* xyz -2 1
Mg -0.659 0.519 0.048
O -1.953 0.750 -1.630
O -2.466 0.553 1.045
O -5.760 -3.364 -4.330
O -6.257 -1.586 -5.435
O 0.421 1.984 -1.100
O -1.447 -1.660 -0.268
O -4.786 -0.574 2.352
N -0.496 2.418 1.202
N 0.479 3.320 0.779
N 0.860 -0.646 -1.167
N 7.947 -5.458 1.500
N -5.617 -2.164 -4.559
N 0.437 -0.514 1.733
C 4.650 -1.934 1.341
C 2.102 -1.161 -3.013
C 0.936 -0.533 -2.477
C -1.113 2.775 2.260
C -2.227 2.062 2.872
C 7.000 -4.824 1.338
C 2.771 -1.687 -1.936
C 2.287 -1.669 0.539
C 3.519 -2.488 0.747
C 3.550 -3.823 0.347
C 5.792 -2.693 1.532
C 3.111 4.542 -3.022
C -4.719 -0.881 0.965
C -4.671 -1.417 -3.794
C 1.983 -1.358 -0.783
C 1.576 -1.319 1.693
C 1.857 -1.815 3.005
C -2.869 0.985 2.187
C -2.636 2.481 4.143
C -3.597 0.681 -3.302
C -4.372 0.852 4.126
C -2.265 -2.098 -1.048
C 4.685 -4.593 0.541
C 1.896 3.854 -1.051
C 3.828 5.466 -2.270
C 2.155 3.737 -2.413
C 0.045 -0.517 2.996
C -4.497 -0.030 -4.027
C -2.778 0.073 -2.269
C 2.618 4.778 -0.302
C 0.881 -1.310 3.829
C -4.008 0.436 2.862
C 5.812 -4.028 1.135
C -3.918 -2.046 -2.817
C -2.996 -1.352 -2.062
C -3.691 1.876 4.792
C 0.857 2.965 -0.429
C 3.580 5.577 -0.906
H 4.707 -5.631 0.236
H -4.820 0.009 0.343
H -2.518 -3.179 -1.019
H 0.176 0.013 -3.023
H 2.406 4.858 0.757
H -0.804 3.707 2.739
H -4.065 -3.107 -2.646
H 6.673 -2.261 1.989
H -0.824 0.045 3.319
H -3.454 1.742 -3.468
H -5.217 0.352 4.588
H 4.621 -0.895 1.648
H 4.141 6.289 -0.310
H 3.302 4.443 -4.085
H 2.666 -2.475 3.279
H 3.709 -2.223 -1.938
H -5.555 -1.555 0.776
H 1.600 2.993 -2.970
H 0.755 -1.474 4.888
H -3.783 -1.368 0.709
H 4.579 6.091 -2.741
H 2.394 -1.196 -4.052
H 2.668 -4.245 -0.118
H -2.098 3.299 4.612
H -3.998 2.188 5.783
H -5.097 0.438 -4.795
*
```

C38H26NO7 | ωB97M-V/def2-TZVPD

## Properties
- HOMO level (eV) = -3.12
- E (Eh) = -2045.19520
- M (u) = 608.626

```
! wB97M-V def2-TZVPD RIJCOSX def2/J DEFGRID3
* xyz -1 1
O 4.274 2.424 3.886
O 0.257 1.313 -4.335
O -2.922 -8.404 -0.906
O -6.036 -4.696 -3.210
O 2.319 3.187 3.046
O 5.103 2.788 1.805
O -1.573 0.852 0.687
N 5.019 5.100 3.989
C 2.718 3.430 5.400
C -3.195 -0.089 -1.371
C -1.894 -5.805 -1.122
C -1.438 -4.506 -1.272
C 2.301 2.376 0.115
C -1.949 0.482 -1.605
C -0.130 1.193 -3.190
C -3.609 -7.568 -1.453
C 5.987 4.081 3.648
C -3.956 -5.197 -2.214
C 2.778 2.462 -1.188
C 1.024 1.889 0.347
C 5.244 8.657 3.056
C 0.224 1.488 -0.716
C -5.770 -6.954 -2.587
C -7.024 -7.306 -3.071
C 4.775 7.363 3.174
C -2.276 0.210 -3.977
C 5.141 3.057 2.970
C 0.704 1.590 -2.030
C 5.500 6.372 3.881
C -2.233 -3.553 -1.898
C 6.724 6.789 4.466
C 6.458 9.036 3.632
C -5.317 -5.537 -2.713
C -6.625 -9.590 -2.431
C -3.150 -6.159 -1.598
C -1.129 0.941 -0.439
C -4.949 -7.923 -2.009
C 3.032 3.027 3.993
C -3.518 -0.354 -3.740
C 1.986 2.076 -2.257
C -7.450 -8.621 -2.992
C -3.973 -0.510 -2.435
C 7.192 8.085 4.339
C -3.491 -3.897 -2.364
C -5.380 -9.242 -1.937
C -1.484 0.621 -2.912
H -1.282 -6.555 -0.640
H -4.731 -9.984 -1.493
H 6.511 3.648 4.524
H -1.905 0.333 -4.985
H 0.647 1.819 1.358
H 6.754 4.404 2.933
H -3.537 -0.203 -0.351
H 3.201 2.753 6.101
H 6.831 10.048 3.532
H -4.131 -0.681 -4.570
H 3.779 2.835 -1.362
H -7.653 -6.544 -3.508
H 2.922 2.683 0.944
H 1.640 3.438 5.544
H -6.956 -10.619 -2.379
H -1.874 -2.539 -2.021
H 3.839 7.058 2.723
H -4.939 -0.964 -2.248
H 8.135 8.374 4.791
H -8.426 -8.894 -3.371
H 7.295 6.056 5.025
H 2.351 2.145 -3.272
H -0.458 -4.232 -0.903
H 4.652 9.382 2.508
H 3.159 4.422 5.510
H -4.115 -3.164 -2.850
*
```

Among the records above, which one has the lowest E?
C38H26Br4NO5P2RuS